{
  "formula": "C22H23N3O3S",
  "method": "ωB97M-V with the def2-TZVPD basis set",
  "species": ["C", "C", "C", "O", "C", "C", "C", "C", "N", "C", "O", "C", "C", "S", "C", "C", "C", "N", "C", "C", "C", "C", "C", "C", "N", "C", "O", "C", "C", "H", "H", "H", "H", "H", "H", "H", "H", "H", "H", "H", "H", "H", "H", "H", "H", "H", "H", "H", "H", "H", "H", "H"],
  "coordinates": [[5.34, 1.93, 1.24], [5.35, 1.44, -0.21], [5.68, -0.05, -0.28], [4.73, -0.86, 0.37], [3.52, -1.11, -0.21], [3.14, -0.71, -1.49], [1.88, -1.04, -1.97], [1.00, -1.76, -1.18], [-0.29, -2.07, -1.68], [-0.52, -2.61, -2.94], [0.33, -2.86, -3.75], [-2.01, -2.85, -3.06], [-2.61, -2.11, -1.88], [-3.21, -0.46, -2.47], [-3.27, 0.53, -0.95], [-2.02, 1.40, -0.79], [-1.89, 1.86, 0.62], [-2.15, 3.05, 1.06], [-1.91, 3.01, 2.42], [-2.02, 4.00, 3.39], [-1.71, 3.66, 4.68], [-1.29, 2.37, 5.03], [-1.17, 1.37, 4.08], [-1.48, 1.70, 2.78], [-1.48, 0.99, 1.60], [-1.44, -1.89, -0.95], [-1.50, -1.58, 0.21], [1.38, -2.17, 0.10], [2.62, -1.83, 0.58], [4.63, 1.35, 1.82], [5.05, 2.98, 1.28], [6.32, 1.82, 1.68], [6.09, 1.99, -0.78], [4.37, 1.62, -0.65], [5.81, -0.37, -1.33], [6.61, -0.25, 0.25], [3.81, -0.16, -2.12], [1.59, -0.73, -2.96], [-2.38, -2.49, -4.03], [-2.20, -3.93, -3.01], [-3.45, -2.61, -1.39], [-4.16, 1.15, -1.02], [-3.38, -0.16, -0.12], [-2.08, 2.27, -1.44], [-1.13, 0.82, -1.06], [-2.35, 4.99, 3.12], [-1.79, 4.40, 5.46], [-1.05, 2.15, 6.06], [-0.84, 0.38, 4.35], [-1.25, 0.02, 1.47], [0.69, -2.73, 0.71], [2.93, -2.14, 1.56]],
  "smiles": "CCCOc1ccc(N2C(=O)C[C@H](SCCc3nc4ccccc4[nH]3)C2=O)cc1",
  "lumo_ev": 0.4938,
  "e_above_lowest_kcal_mol": 0.0,
  "homo_energy_ev": -8.2,
  "total_energy_ha": -1640.38728,
  "total_charge": 0
}